Record 1
ORCA calculation (wB97M-V/def2-TZVPD) on a cluster of 9 separate species, C9H27N9O18 in total.

```
63
Properties=species:S:1:pos:R:3:forces:R:3:nbo_charge:R:1
C -5.029765 2.929517 0.100997 -0.4 0.0 -0.5 -0.481
N -3.674977 2.369262 -0.041184 0.0 0.1 0.7 0.545
O -2.754721 3.142057 0.032159 0.6 0.7 -0.2 -0.381
O -3.548350 1.177549 -0.142714 -0.2 -1.0 -0.1 -0.387
H -5.280673 2.957036 1.154860 0.1 0.0 0.1 0.235
H -5.708073 2.283288 -0.442187 -0.1 0.0 0.0 0.237
H -4.994858 3.920957 -0.330034 -0.1 0.1 0.1 0.235
C 2.857017 -3.687093 -2.061356 -0.1 -0.5 -0.5 -0.485
N 2.739475 -2.229529 -1.866739 -0.7 -0.2 0.6 0.541
O 2.070411 -1.829509 -0.920963 0.3 -0.3 -0.2 -0.414
O 3.302221 -1.537122 -2.661400 0.5 0.8 -0.5 -0.341
H 1.864600 -4.124353 -2.043126 0.0 0.0 0.5 0.233
H 3.536623 -4.075687 -1.311485 -0.1 -0.1 0.2 0.227
H 3.247006 -3.860315 -3.056556 0.2 0.2 0.0 0.238
C 4.113357 3.664047 2.958468 0.6 -0.4 -0.2 -0.496
N 2.927471 3.793688 2.078676 0.2 0.3 0.5 0.535
O 2.850501 3.023449 1.164968 0.0 -0.6 -0.8 -0.354
O 2.097177 4.632413 2.357429 -0.2 0.4 0.2 -0.400
H 4.218898 4.541723 3.576379 -0.2 0.0 0.2 0.228
H 4.981637 3.515910 2.321375 -0.1 0.2 -0.1 0.230
H 3.997937 2.736073 3.517779 -0.2 0.2 0.2 0.256
C -1.931409 3.278598 -3.320012 0.1 -0.5 -0.2 -0.487
N -2.862036 2.120502 -3.168415 -0.8 0.6 0.4 0.544
O -4.008563 2.319569 -2.771616 0.7 0.1 -0.4 -0.415
O -2.414337 1.038517 -3.436901 0.2 -0.6 -0.2 -0.367
H -1.110052 3.094136 -2.630574 -0.1 0.2 0.2 0.265
H -2.468198 4.195622 -3.146682 -0.1 0.1 0.2 0.230
H -1.544012 3.200369 -4.332941 0.0 0.1 0.0 0.232
C -0.401412 0.041671 -0.800861 0.6 -0.7 -0.2 -0.495
N 0.247555 1.055395 0.060357 -0.5 0.5 0.3 0.547
O 0.544707 0.748684 1.202135 0.1 -0.5 0.1 -0.425
O 0.395250 2.168737 -0.378198 0.0 0.2 -0.6 -0.362
H 0.245706 -0.165567 -1.648519 0.2 0.2 0.1 0.260
H -1.351843 0.382146 -1.187561 -0.1 0.3 0.3 0.245
H -0.464538 -0.854927 -0.203037 -0.3 -0.1 0.0 0.224
C -1.739815 -4.995330 0.085672 -0.6 -0.3 0.2 -0.488
N -1.672554 -4.179518 -1.153515 -0.3 -0.8 0.1 0.543
O -0.971417 -3.210682 -1.117948 0.9 1.1 0.0 -0.377
O -2.307631 -4.532633 -2.119951 -0.3 -0.4 -0.2 -0.383
H -0.835929 -5.585116 0.185588 0.2 0.2 -0.1 0.238
H -2.593353 -5.658498 0.005071 0.0 0.0 -0.1 0.234
H -1.867446 -4.306112 0.912345 0.2 0.0 0.1 0.238
C 0.937470 2.234535 4.037552 -0.2 0.3 0.2 -0.478
N 1.356124 2.059839 5.451085 -0.2 0.3 -0.2 0.547
O 2.537195 2.065183 5.695698 0.6 0.0 0.1 -0.389
O 0.480766 2.012599 6.282312 -0.4 -0.2 0.3 -0.392
H 0.126006 1.554709 3.821011 0.1 -0.2 0.0 0.240
H 1.804539 2.095275 3.411752 -0.1 -0.2 -0.1 0.222
H 0.557045 3.252586 3.981193 0.1 0.0 -0.1 0.242
C 1.719530 -2.232340 2.851593 0.6 -0.4 0.1 -0.485
N 2.281887 -1.038402 3.526793 0.1 -0.1 0.2 0.543
O 1.737060 -0.682339 4.547233 -0.3 0.2 0.3 -0.389
O 3.253481 -0.509636 3.038846 0.1 0.1 -0.2 -0.368
H 1.046841 -1.878460 2.087746 -0.2 0.1 -0.2 0.253
H 1.247218 -2.856050 3.599731 -0.3 0.2 0.1 0.223
H 2.562068 -2.770163 2.433360 0.0 0.1 -0.3 0.226
C -1.520636 -2.569136 -4.483865 0.0 0.3 0.0 -0.477
N -0.131615 -2.222567 -4.090197 0.7 -0.5 -0.1 0.541
O 0.759710 -3.063560 -4.249337 -0.9 0.8 0.3 -0.411
O 0.028524 -1.105340 -3.646133 0.2 -0.5 -0.2 -0.364
H -1.618858 -3.627363 -4.666599 0.2 -0.1 0.1 0.233
H -1.722192 -1.993723 -5.383174 -0.1 0.0 0.0 0.233
H -2.143754 -2.224571 -3.666382 -0.1 0.0 -0.1 0.248
```
Forces are in eV/Å.

As for the SMILES: C[N+](=O)[O-].C[N+](=O)[O-].C[N+](=O)[O-].C[N+](=O)[O-].C[N+](=O)[O-].C[N+](=O)[O-].C[N+](=O)[O-].C[N+](=O)[O-].C[N+](=O)[O-]. The HOMO energy is -10.322 eV. The calculation puts the max |F| at 1.43 eV Å⁻¹. The total energy comes out at -2205.38857 Eh. For the gap between HOMO and LUMO, the calculation gives 10.04 eV.

---

Record 2
ORCA calculation (wB97M-V/def2-TZVPD) on a cluster of 12 separate species, H22O15S in total.

```
38
Properties=species:S:1:pos:R:3:forces:R:3:nbo_charge:R:1
S 6.280000 18.290000 44.694000 -1.5 4.2 4.5 2.758
O 5.767000 18.050000 46.080000 0.1 0.8 -1.0 -1.116
O 7.378000 19.263000 44.745000 0.1 0.6 0.2 -1.115
O 6.813000 17.094000 44.240000 1.4 -5.0 -1.7 -1.072
O 5.248000 18.791000 43.833000 -0.8 0.2 -0.4 -1.064
O 8.248000 21.345000 46.088000 -0.3 -1.7 1.5 -0.989
H 8.334000 20.997000 47.027000 -0.1 0.8 -1.7 0.456
H 7.882000 20.512000 45.642000 0.4 1.5 0.7 0.494
O 5.619000 14.929000 43.259000 -1.2 -0.2 -2.2 -1.025
H 5.099000 15.051000 42.339000 2.5 0.5 3.4 0.478
H 6.331000 15.596000 43.531000 -1.9 -0.8 -1.2 0.522
O 9.849000 18.737000 45.241000 9.2 -1.8 -1.6 -0.965
H 9.003000 18.895000 45.037000 -5.1 1.0 -2.0 0.481
H 10.485000 18.640000 44.341000 -3.4 0.5 3.7 0.464
O 4.755000 17.915000 41.544000 -4.5 -0.9 1.6 -0.995
H 4.976000 18.221000 42.442000 0.2 0.1 0.0 0.495
H 5.479000 17.949000 41.032000 4.1 0.4 -2.6 0.448
O 3.621000 16.567000 46.593000 -0.1 -2.4 -2.3 -0.993
H 4.339000 17.193000 46.492000 0.6 0.8 0.1 0.498
H 3.836000 16.005000 45.752000 -0.8 1.3 2.3 0.468
O 8.779000 15.710000 44.938000 2.1 0.6 2.0 -0.981
H 9.148000 16.337000 45.637000 -0.4 -1.4 -1.1 0.472
H 8.143000 16.324000 44.591000 -0.6 0.0 -0.4 0.474
O 5.598000 19.890000 47.989000 -1.0 1.0 1.9 -1.006
H 5.791000 19.335000 47.217000 -0.8 -0.6 0.0 0.513
H 4.761000 19.660000 48.487000 1.7 -0.1 -1.6 0.462
O 3.370000 20.419000 43.601000 -3.5 0.9 -2.2 -0.958
H 3.743000 20.919000 44.257000 0.9 3.0 2.7 0.446
H 3.987000 19.753000 43.715000 1.8 -3.1 -0.5 0.483
O 7.789000 20.997000 42.760000 -0.2 -0.4 0.8 -1.018
H 7.355000 20.541000 42.007000 0.3 0.0 1.4 0.465
H 7.640000 20.505000 43.662000 -0.1 0.6 -2.8 0.516
O 7.023000 16.402000 47.728000 2.3 -7.8 4.6 -0.948
H 6.552000 17.007000 47.315000 -3.9 4.4 -3.4 0.479
H 6.415000 15.562000 47.899000 1.9 3.1 -0.9 0.457
O 7.706000 16.941000 41.964000 -1.6 -0.2 0.5 -1.018
H 7.529000 17.169000 42.974000 0.4 -0.5 -2.9 0.486
H 6.820000 16.535000 41.708000 1.8 0.8 0.6 0.449
```
Forces are in eV/Å.

The charge is -2. The HOMO energy is -4.392 eV. The calculation puts the max |F| at 9.53 eV Å⁻¹. The total energy comes out at -1540.00992 Eh. For the gap between HOMO and LUMO, the calculation gives 9.72 eV.

---

Record 3
ORCA calculation (wB97M-V/def2-TZVPD) on a cluster of 3 separate species, C25H32F19NO8P in total.

```
86
Properties=species:S:1:pos:R:3:forces:R:3:lowdin_charge:R:1
C 1.853034 -4.239288 -0.200015 0.2 0.5 -0.6 -0.084
C 1.603326 -4.947957 -1.527218 -0.5 0.1 0.7 -0.195
C 0.902041 -4.114006 -2.572105 0.4 -0.6 -0.1 -0.124
O -0.391918 -3.664544 -2.065862 0.1 0.3 -0.4 -0.023
C -0.601897 -2.367871 -1.963731 0.4 0.6 0.2 -0.247
C 0.353814 -1.420126 -1.587086 -0.5 -0.1 -0.3 0.093
C 0.031889 -0.072488 -1.498854 -0.1 -0.4 -0.1 -0.143
C 1.082155 0.907827 -1.073086 -0.2 -0.2 -0.1 -0.129
C 0.757010 2.373365 -1.317020 0.2 -0.1 -0.2 -0.179
C 0.636918 2.771732 -2.799097 0.4 -0.2 0.5 -0.166
C 1.757283 2.194032 -3.651288 -0.2 -0.3 0.1 -0.239
O 1.458259 0.881338 -4.130035 0.0 -0.1 0.3 -0.065
C -1.282757 0.294844 -1.796310 -0.6 -1.2 -0.3 0.059
C -2.235192 -0.663472 -2.150028 0.7 1.0 0.5 -0.089
C -3.642348 -0.189960 -2.446912 0.4 -0.4 -0.3 -0.081
O -4.546266 -0.460376 -1.395963 -0.1 -0.1 -0.3 0.068
C -4.656135 0.505583 -0.462192 0.1 -0.4 -0.1 -0.761
F -3.514037 0.661301 0.210712 0.7 0.1 0.4 0.173
F -4.934666 1.686284 -1.000028 -0.2 0.8 -0.4 0.174
F -5.596056 0.179844 0.370724 -0.6 -0.2 0.5 0.241
N -1.887774 -1.982446 -2.222711 0.0 0.2 0.1 0.061
C -2.850547 -3.040679 -2.566857 0.1 -0.5 0.2 -0.086
P -3.520737 -3.943431 -1.094174 -1.2 0.4 0.9 0.425
O -4.588678 -3.172101 -0.473982 0.1 0.3 -0.2 -0.222
O -4.018842 -5.336528 -1.639591 0.7 -0.1 -0.2 -0.069
O -2.339730 -4.319368 -0.095731 0.3 -0.2 -0.7 -0.087
H 0.999122 -3.646366 0.116735 -0.3 0.0 0.1 0.064
H 2.086734 -4.929052 0.591711 0.1 -0.2 0.1 0.063
H 2.685558 -3.547431 -0.316586 0.2 0.1 0.2 0.081
H 0.954780 -5.798376 -1.328302 0.0 -0.3 -0.1 0.117
H 2.539218 -5.328392 -1.921394 0.1 -0.1 -0.2 0.125
H 0.668931 -4.756237 -3.414514 -0.2 0.0 -0.2 0.133
H 1.485000 -3.283835 -2.959054 0.0 0.3 0.2 0.133
H 1.362419 -1.725143 -1.370570 0.1 -0.2 0.0 0.130
H 1.272275 0.711673 -0.018343 0.0 0.1 0.2 0.141
H 1.995320 0.625129 -1.588040 0.2 0.0 -0.1 0.119
H 1.575338 2.954993 -0.901266 0.1 0.1 0.2 0.124
H -0.136061 2.653162 -0.764437 -0.1 0.2 0.1 0.108
H 0.719484 3.851599 -2.846872 -0.3 0.2 -0.1 0.120
H -0.326983 2.455792 -3.193046 -0.2 0.2 -0.3 0.101
H 2.004359 2.846935 -4.481780 0.0 0.1 -0.2 0.119
H 2.638776 2.084432 -3.026084 0.3 0.1 -0.1 0.118
H 0.525542 0.862778 -4.355666 -0.1 0.0 -0.2 0.076
H -1.580846 1.322922 -1.727671 -0.2 0.2 0.0 0.119
H -3.581514 0.864294 -2.689399 -0.1 0.2 0.1 0.140
H -4.033150 -0.690458 -3.325200 -0.1 0.0 -0.1 0.140
H -3.723330 -2.629274 -3.051457 -0.1 0.2 0.0 0.107
H -2.383201 -3.719927 -3.267412 0.2 -0.1 -0.1 0.118
H -3.293617 -5.962907 -1.781335 -0.2 -0.2 0.0 0.103
H -1.857962 -3.543153 0.206870 0.0 0.0 0.4 0.085
C -3.913017 4.791368 1.885276 0.0 -0.5 0.3 -0.039
C -4.918194 5.686621 1.141859 0.2 0.3 0.3 -0.446
C -4.751714 5.826699 -0.372608 -0.2 0.0 -0.2 -0.309
F -3.570393 6.399726 -0.684915 0.0 0.0 0.1 0.094
F -5.739723 6.612775 -0.850516 0.1 0.0 0.0 0.107
F -4.959392 6.903729 1.717166 0.0 0.0 -0.1 0.145
F -6.137836 5.104498 1.314431 0.0 -0.1 -0.1 0.108
O -2.843884 5.429278 2.558427 -0.1 0.5 -0.3 0.053
C -1.658851 5.725396 1.942306 -0.2 -0.4 0.2 -0.545
C -1.386079 7.230872 1.943995 0.1 0.2 0.0 -0.286
F -2.358045 7.879371 1.278759 0.0 0.0 0.0 0.109
F -0.210282 7.455570 1.314702 0.0 0.0 0.0 0.100
F -1.581079 5.213619 0.695765 0.0 0.0 0.0 0.135
F -0.677236 5.140777 2.665794 0.1 0.0 0.0 0.141
H -4.490261 4.337233 2.688717 0.0 0.1 0.0 0.151
H -3.565721 3.969846 1.257175 0.0 0.1 -0.2 0.138
H -4.818912 4.847934 -0.857877 0.0 0.0 0.0 0.165
H -1.333501 7.604535 2.968268 0.0 0.0 0.0 0.179
C 4.267751 -1.773340 4.110732 -0.3 0.4 0.4 -0.046
C 3.843232 -2.796142 3.044373 0.4 0.2 -0.1 -0.435
C 4.023875 -4.280436 3.369565 -0.1 -0.2 0.0 -0.297
F 5.316352 -4.595425 3.543092 0.0 0.1 0.0 0.111
F 3.555092 -5.005396 2.317687 0.1 0.0 0.1 0.076
F 4.432456 -2.506949 1.862969 0.0 -0.1 0.0 0.126
F 2.494853 -2.629373 2.868574 -0.1 0.0 0.1 0.087
O 5.524956 -1.153564 3.947627 0.1 -0.4 -0.4 0.049
C 6.672925 -1.710579 4.462073 -0.3 0.2 0.2 -0.545
C 7.678073 -2.032488 3.353465 0.2 0.0 -0.1 -0.286
F 7.142866 -2.911131 2.479571 0.0 0.0 0.0 0.097
F 8.772426 -2.591238 3.906294 0.0 0.0 0.0 0.111
F 6.411761 -2.786127 5.224653 0.0 0.0 -0.1 0.156
F 7.246798 -0.784586 5.253691 0.1 0.0 0.1 0.156
H 3.556860 -0.954919 4.006458 0.0 0.0 -0.1 0.148
H 4.133543 -2.166013 5.118857 0.1 -0.2 -0.1 0.150
H 3.457936 -4.555741 4.263430 0.0 0.0 0.0 0.177
H 7.958025 -1.121064 2.821720 0.0 0.0 0.0 0.177
```
Forces are in eV/Å.

The charge is +1. The HOMO energy is -13.262 eV. The calculation puts the max |F| at 1.50 eV Å⁻¹. The total energy comes out at -3867.19907 Eh. For the gap between HOMO and LUMO, the calculation gives 9.28 eV.